[1]
{
  "formula": "C4H5ClFN",
  "method": "wB97M-V/def2-TZVPD",
  "symbols": ["C", "C", "C", "C", "H", "H", "H", "H", "H", "N", "F", "Cl"],
  "positions_angstrom": [[-0.2387, -0.2782, 0.4863], [1.3444, -0.0035, 0.2174], [2.5143, -0.1185, -0.1573], [-1.0788, 0.9509, 0.5157], [-1.1583, -2.2795, -0.2910], [-0.1322, -0.9972, -1.6501], [-0.3305, -0.8428, 1.2737], [3.4893, 0.1544, -0.4666], [-2.1061, 0.6245, 0.3373], [-0.7221, -0.9667, -0.6668], [-0.8612, 1.9304, 1.5240], [-0.7200, 1.8262, -1.1226]],
  "forces_ev_per_a": [[4.95, 3.01, -5.14], [0.01, -1.05, 0.02], [-3.23, 1.04, 1.10], [0.40, 3.01, -1.13], [2.13, 5.09, -1.76], [-1.72, 0.00, 3.96], [-0.48, -2.82, 4.60], [0.37, -0.30, -0.08], [-0.08, 0.56, 0.87], [-1.51, -6.10, -2.31], [-0.53, -2.23, -1.43], [-0.33, -0.21, 1.30]],
  "charge": 0,
  "orbital_gap_ha": 0.3624,
  "energy_ev": -20953.5213,
  "max_force_ev_per_a": 7.7
}

---

[2]
{
  "formula": "C4H5ClFP",
  "method": "wB97M-V/def2-TZVPD",
  "symbols": ["C", "C", "C", "C", "F", "P", "Cl", "H", "H", "H", "H", "H"],
  "positions_angstrom": [[1.7867, 0.0926, 0.2708], [0.8452, 0.9088, 0.8212], [0.7640, -0.6599, -0.6382], [-0.2458, 0.2907, 0.0547], [-2.1019, -1.4470, -0.5902], [-1.8361, -0.7401, 0.7855], [-3.5321, 1.1473, 0.0102], [2.8119, 0.0558, 0.3063], [0.8477, 1.6521, 1.5820], [0.8762, -0.4145, -1.6311], [0.6124, -1.7466, -0.4034], [-0.8284, 0.8609, -0.5680]],
  "forces_ev_per_a": [[-3.45, 0.62, -0.19], [1.25, -1.77, -0.31], [0.42, -0.27, 3.54], [-1.79, -2.56, 1.58], [0.09, -0.51, -0.07], [-0.08, 3.21, -1.46], [1.77, -1.79, 1.07], [2.26, -0.15, 0.24], [0.11, 0.59, 0.27], [0.19, -0.04, -2.40], [0.32, 0.92, -0.54], [-1.09, 1.77, -1.73]],
  "charge": 0,
  "orbital_gap_ha": 0.3013,
  "energy_ev": -28755.6488,
  "max_force_ev_per_a": 3.6
}

---

[3]
{
  "formula": "C4H5ClN",
  "method": "wB97M-V/def2-TZVPD",
  "symbols": ["Cl", "N", "C", "C", "C", "C", "H", "H", "H", "H", "H"],
  "positions_angstrom": [[-0.3550, -3.9392, -0.7115], [0.5005, 1.1859, -0.6083], [0.8335, 0.9640, 0.6844], [0.0657, -0.0673, 1.1652], [-0.7650, -0.4966, 0.1145], [-0.4452, 0.2690, -0.9990], [0.8776, 1.8950, -1.2013], [1.5475, 1.6075, 1.1828], [0.1638, -0.4819, 2.1542], [-1.4168, -1.3543, 0.1280], [-1.0066, 0.4179, -1.9089]],
  "forces_ev_per_a": [[-0.07, -0.05, 0.01], [-0.32, -0.26, -0.51], [0.33, 0.46, 0.77], [0.45, 0.25, 0.12], [0.21, -0.05, -0.93], [-0.96, 0.21, 0.93], [0.13, 0.12, -0.04], [0.02, -0.23, -0.07], [-0.14, -0.08, 0.00], [-0.02, -0.01, -0.09], [0.36, -0.35, -0.18]],
  "charge": -1,
  "orbital_gap_ha": 0.2502,
  "energy_ev": -18243.0400,
  "max_force_ev_per_a": 1.3
}

---

[4]
{
  "formula": "C4H5ClN2",
  "method": "wB97M-V/def2-TZVPD",
  "symbols": ["C", "C", "C", "C", "N", "N", "Cl", "H", "H", "H", "H", "H"],
  "positions_angstrom": [[1.0559, 0.0248, 1.6793], [0.5520, -0.1231, -0.8288], [0.0109, 1.0973, -1.7357], [0.2316, -0.3148, 0.6225], [1.8215, 0.2066, 2.5316], [-1.0272, -0.7797, 1.0676], [-1.6686, 0.9627, -2.2343], [0.1179, -1.0224, -1.4023], [1.6387, -0.1683, -0.9711], [0.0864, 1.9748, -1.2100], [-1.6502, -1.0860, 0.4454], [-1.1688, -0.7721, 2.0358]],
  "forces_ev_per_a": [[1.39, 0.23, 0.12], [-0.72, -1.28, -2.59], [-0.98, -3.06, 1.88], [-2.44, 0.11, -0.02], [-0.23, 0.12, 0.04], [4.67, 2.04, 0.41], [0.72, -0.19, -0.07], [0.77, 0.93, 0.93], [-0.23, 0.10, 0.12], [0.62, 2.59, 0.62], [-2.99, -1.41, -2.57], [-0.58, -0.18, 1.11]],
  "charge": 0,
  "orbital_gap_ha": [0.3335, 0.2434],
  "energy_ev": -19727.8528,
  "max_force_ev_per_a": 5.1
}

---

[5]
{
  "formula": "C4H5ClN2",
  "method": "wB97M-V/def2-TZVPD",
  "symbols": ["C", "C", "C", "C", "N", "N", "Cl", "H", "H", "H", "H", "H"],
  "positions_angstrom": [[-1.6829, -0.0187, -0.6763], [-1.4437, 1.2867, -0.0334], [-0.6206, -0.7746, -0.3720], [-0.3201, 1.1756, 0.6804], [0.1612, -0.0821, 0.4791], [1.3745, -0.5732, 0.9856], [3.5434, -0.3168, -0.9253], [-2.4135, -0.1699, -1.4751], [-1.9754, 2.1467, -0.1476], [-0.4023, -1.7936, -0.3747], [1.9040, -0.9485, 0.1866], [1.8754, 0.0684, 1.6726]],
  "forces_ev_per_a": [[-0.43, 1.98, -0.90], [0.17, -1.69, -0.36], [-0.21, -0.72, 0.58], [0.05, -0.78, -0.16], [3.50, 0.96, 2.40], [-1.37, 1.12, 0.31], [-0.51, -0.05, 0.35], [0.10, -0.22, 0.74], [-1.57, 2.03, -0.37], [0.09, -1.53, -0.85], [1.15, -0.11, -0.08], [-0.98, -0.98, -1.65]],
  "charge": 0,
  "orbital_gap_ha": [0.1936, 0.2715],
  "energy_ev": -19725.6003,
  "max_force_ev_per_a": 4.4
}

---

[6]
{
  "formula": "C4H5ClN2",
  "method": "wB97M-V/def2-TZVPD",
  "symbols": ["C", "C", "C", "C", "N", "N", "Cl", "H", "H", "H", "H", "H"],
  "positions_angstrom": [[-0.7336, 1.0032, -0.0762], [-0.0751, -0.2026, 0.0823], [1.2907, 0.2112, 0.1925], [-0.6663, -1.6082, 0.0641], [1.4038, 1.5157, 0.1592], [0.2075, 2.0263, -0.0606], [2.6351, -0.9847, 0.2471], [-1.7703, 1.0549, -0.1996], [-0.3903, -2.1946, 0.9233], [-1.7868, -1.5063, -0.0494], [-0.3120, -2.2068, -0.8315], [0.1973, 2.8920, -0.4513]],
  "forces_ev_per_a": [[-1.36, -2.13, -0.27], [2.98, -1.00, 0.10], [-3.00, -8.65, 0.39], [-0.56, 0.66, -1.71], [3.67, 5.92, 0.08], [0.46, -0.60, 1.42], [-1.32, 1.85, -0.18], [-1.23, 0.80, -0.10], [-0.09, -0.03, 0.49], [1.19, -0.34, 0.37], [-0.29, 0.85, 0.87], [-0.45, 2.69, -1.47]],
  "multiplicity": 3,
  "charge": 0,
  "orbital_gap_ha": [0.2170, 0.2436],
  "energy_ev": -19726.1763,
  "max_force_ev_per_a": 9.2
}

---

[7]
{
  "formula": "C4H5ClN2O",
  "method": "wB97M-V/def2-TZVPD",
  "symbols": ["C", "C", "C", "Cl", "N", "N", "O", "C", "H", "H", "H", "H", "H"],
  "positions_angstrom": [[1.2652, 0.3659, -1.0807], [0.1382, 0.0105, -0.1846], [-0.9669, -0.7240, -0.5559], [-1.3327, -1.2911, -2.1915], [-2.0829, -0.8859, 0.3172], [-2.1309, -0.2549, 1.3318], [-1.1992, 0.5523, 1.7756], [0.1637, 0.3681, 1.2457], [1.8342, 1.1997, -0.7979], [0.7918, 0.3207, -1.9761], [2.0128, -0.3619, -0.9953], [0.5942, -0.5069, 1.7578], [0.9124, 1.2075, 1.3538]],
  "forces_ev_per_a": [[-0.65, -1.00, 2.39], [-2.37, -1.34, -0.85], [1.41, 1.62, -0.07], [0.46, 0.35, 1.04], [1.14, -1.60, -2.65], [-3.05, 0.18, 2.35], [3.26, 1.77, 0.14], [0.78, -0.64, 0.18], [-0.01, 1.92, 0.11], [-0.31, 0.50, -3.35], [1.02, -1.74, -0.25], [-0.04, 0.31, 0.41], [-1.64, -0.33, 0.54]],
  "smiles": "CC1=C(Cl)N=NOC1",
  "charge": 0,
  "orbital_gap_ha": 0.3476,
  "energy_ev": -21775.2257,
  "max_force_ev_per_a": 3.9
}

---

[8]
{
  "formula": "C4H5ClN2O",
  "method": "wB97M-V/def2-TZVPD",
  "symbols": ["C", "C", "C", "C", "N", "N", "O", "Cl", "H", "H", "H", "H", "H"],
  "positions_angstrom": [[1.5048, 1.0424, -0.0002], [0.5027, 0.6438, -0.7892], [1.4103, 0.3496, 1.2703], [-1.5186, -0.7980, -0.6716], [0.2694, -0.4965, 0.9940], [-0.3567, -0.1868, -0.1684], [1.9786, 0.1803, 2.3335], [0.1551, 1.3878, -2.2884], [2.1598, 1.8442, -0.1435], [-1.4085, -1.4826, -1.5426], [-2.0966, -1.4608, 0.0286], [-2.3965, -0.0579, -0.9003], [-0.2038, -0.9654, 1.8778]],
  "forces_ev_per_a": [[1.72, 0.09, 4.28], [0.87, 1.39, -4.70], [-0.80, 0.90, -2.99], [-3.85, -0.73, -0.32], [-2.29, -3.46, 3.29], [-1.34, -1.42, 2.95], [0.72, 0.21, 0.76], [-0.63, 0.17, -0.25], [0.94, 0.75, -0.55], [0.57, 0.81, 0.16], [1.34, 0.63, 0.16], [2.04, -0.76, -0.02], [0.72, 1.41, -2.77]],
  "multiplicity": 3,
  "charge": 0,
  "orbital_gap_ha": [0.1908, 0.2599],
  "energy_ev": -21773.6677,
  "max_force_ev_per_a": 5.3
}